1.
ORCA calculation (the ωB97M-V functional and the def2-TZVPD basis) on 2 unconnected molecules or ions with the total composition C8H13FN4O2 at a distorted geometry.

Structure (XYZ):
```
28
Properties=species:S:1:pos:R:3
C 3.407 -1.113 1.907
C 3.058 -0.989 0.529
C 1.883 -0.127 0.544
C 0.394 -1.514 -2.004
C -0.209 -0.471 -1.065
C 0.774 0.397 -0.289
C -0.067 1.014 0.836
C 0.708 1.377 2.035
N 2.599 -0.473 2.649
N 1.744 0.219 1.829
N 3.456 1.881 -0.224
N 3.758 -1.542 -0.610
O 4.226 -2.646 -0.356
O 3.841 -0.942 -1.643
F 4.079 2.669 -1.217
H 4.097 -1.879 2.309
H 1.242 -0.917 -2.345
H 0.661 -2.403 -1.412
H -0.303 -1.629 -2.743
H -0.890 -0.846 -0.301
H -0.778 0.311 -1.653
H 1.257 1.216 -0.889
H 4.349 1.342 0.185
H -0.854 1.827 0.531
H -0.625 0.241 1.323
H 1.233 2.334 1.927
H 0.162 1.375 2.985
H 3.050 1.175 -0.773
```

Multiplicity: 1
Electronic energy (hartree): -781.74902
Energy above the lowest of the compared OMol25 structures with the same formula, charge and spin (kcal per mole): 9.6
SMILES: CC[C@H]1CCn2ncc([N+](=O)[O-])c21.NF

Results of the Löwdin charge analysis, in e, for atoms 1 through 8: C -0.115; C -0.095; C -0.159; C -0.061; C -0.215; C -0.257; C -0.184; C -0.051

2.
ORCA calculation (the ωB97M-V functional and the def2-TZVPD basis) on 2 unconnected molecules or ions with the total composition C4H9NO at a distorted geometry.

Structure (XYZ):
```
15
Properties=species:S:1:pos:R:3
N 1.294 -1.229 1.230
C 0.766 -1.060 -0.036
C -0.297 -0.283 -0.320
C -0.623 0.013 -1.706
C -1.635 0.728 -2.203
H 1.499 -2.163 1.539
H 0.828 -0.717 1.970
H 1.322 -1.539 -0.834
H -0.877 0.108 0.504
H -0.076 -0.604 -2.419
H -1.806 0.621 -3.255
H -2.213 1.387 -1.589
H 0.964 2.013 2.985
H 0.412 1.397 1.588
O 0.443 1.329 2.545
```

Multiplicity: 1
Electronic energy (hartree): -287.76024
Energy above the lowest of the compared OMol25 structures with the same formula, charge and spin (kcal per mole): 45.3
SMILES: C=C/C=C/N.O

Results of the Löwdin charge analysis, in e, for atoms 1 through 8: N 0.048; C -0.209; C -0.143; C -0.220; C -0.012; H 0.082; H 0.055; H 0.113